An isolated ion of composition C5H9O2Se and charge -1, computed with ωB97M-V/def2-TZVPD.

Last column: Mulliken charge in e.
Geometry (Å):
Se1 0.88 -0.12 1.00  -0.0346
O1 2.10 1.69 -0.87  -0.5032
O2 2.18 -0.50 -1.57  -0.5227
C1 -1.27 -1.78 -1.14  -0.8433
C2 -0.99 0.31 0.45  -0.6754
C3 1.89 0.54 -1.05  0.6557
C4 -1.47 -0.34 -0.86  -0.4225
C5 1.22 1.51 2.11  -0.7776
H1 -2.53 -0.21 -0.81  0.3714
H2 2.34 1.41 2.37  0.2219
H3 -0.14 -1.81 -1.38  0.1242
H4 -1.47 -2.39 -0.29  0.2761
H5 -1.65 -0.20 1.26  0.0268
H6 0.50 1.38 2.93  0.2967
H7 -1.76 -2.19 -2.08  0.3320
H8 -0.85 0.13 -1.66  0.2112
H9 1.02 2.58 1.60  0.2632

Values from the calculation:
LUMO level = 3.425 eV
frontier orbital gap = 5.688 eV
E_tot = -74770.497 eV
total charge = -1